# 1
The following is a quantum chemistry calculation of a structure of composition C19H55NaO9S8 in a non-equilibrium geometry, from the OMol25 dataset.

The geometry in XYZ format:
```
92
Properties=species:S:1:pos:R:3:mulliken_charge:R:1
Na -5.8157 5.2304 4.1400 0.73
C -1.1037 1.3890 1.2275 -1.16
C -0.2899 2.2880 2.0897 0.41
C 0.7684 2.9377 1.2025 -1.14
O -1.0786 3.0561 3.0284 -0.84
H -1.4292 1.9858 0.3755 0.28
H -2.0342 1.0444 1.6786 0.32
H -0.4624 0.5525 0.9498 0.32
H 0.1685 1.6613 2.8547 0.16
H 0.3298 3.5402 0.4071 0.33
H 1.3753 2.1570 0.7439 0.31
H 1.3224 3.5334 1.9280 0.28
C -5.8865 -1.1401 -6.4590 -0.83
S -6.6462 -0.5876 -8.0169 0.46
O -5.8139 0.6151 -8.5518 -0.62
C -6.3605 -2.0050 -9.2042 -0.83
H -4.8295 -1.3055 -6.6676 0.29
H -6.4517 -2.0186 -6.1476 0.33
H -6.0939 -0.3928 -5.6931 0.30
H -7.0779 -2.7401 -8.8394 0.31
H -5.3376 -2.3397 -9.0319 0.27
H -6.5596 -1.7325 -10.2406 0.31
C 5.2424 -3.1977 7.6438 -0.89
S 3.6010 -2.5794 7.0713 0.48
O 3.6617 -1.0772 7.3201 -0.61
C 3.9321 -2.7221 5.2401 -0.91
H 5.1787 -4.1929 7.2039 0.30
H 5.2849 -3.4639 8.7000 0.34
H 6.1147 -2.6978 7.2229 0.31
H 4.4329 -3.6146 4.8648 0.34
H 4.6102 -1.9046 4.9952 0.31
H 3.0386 -2.5316 4.6456 0.31
C -2.0606 -6.1479 4.8647 -0.89
S -0.9847 -7.5983 5.0002 0.48
O -1.6813 -8.7155 5.8003 -0.61
C -1.1456 -8.2369 3.2592 -0.91
H -2.2942 -5.7454 5.8503 0.32
H -3.0068 -6.5835 4.5436 0.29
H -1.8283 -5.3978 4.1087 0.36
H -0.5978 -9.1787 3.2270 0.30
H -0.6442 -7.5682 2.5595 0.35
H -2.1427 -8.4119 2.8551 0.32
C -2.1553 11.8173 0.6341 -0.91
S -0.3690 11.8570 1.0171 0.50
O -0.2465 12.9647 2.0857 -0.61
C -0.3699 10.2132 1.8295 -0.90
H -2.4528 12.7827 0.2249 0.32
H -2.7972 11.6286 1.4946 0.30
H -2.3322 11.0520 -0.1216 0.35
H -0.7906 9.4263 1.2035 0.34
H -0.7881 10.1611 2.8348 0.31
H 0.6787 9.9852 2.0203 0.31
C 2.6268 -4.7990 -2.8700 -0.86
S 3.3116 -6.3357 -3.7408 0.47
O 2.3150 -7.4210 -3.4942 -0.61
C 3.0302 -5.7162 -5.4207 -0.88
H 2.3396 -4.7576 -1.8193 0.33
H 1.7359 -4.5268 -3.4360 0.27
H 3.5157 -4.1854 -3.0164 0.31
H 3.5046 -6.4439 -6.0791 0.32
H 3.7188 -4.8713 -5.4241 0.34
H 1.9966 -5.5492 -5.7236 0.32
C 11.2579 3.0324 3.6566 -0.91
S 9.5266 2.7401 2.9686 0.49
O 9.3593 1.2583 2.9958 -0.59
C 8.7194 3.4084 4.5080 -0.89
H 11.4219 2.4423 4.5583 0.30
H 11.3650 4.1027 3.8327 0.33
H 11.9629 2.8502 2.8455 0.32
H 9.0754 2.7813 5.3254 0.29
H 7.6555 3.3776 4.2730 0.32
H 8.9153 4.4658 4.6859 0.35
C 2.0889 2.7776 -7.2762 -0.94
S 2.5551 1.5430 -8.5439 0.48
O 2.5197 0.3251 -7.5702 -0.62
C 4.2277 2.2172 -8.7119 -0.89
H 1.0393 2.7153 -6.9889 0.34
H 2.2189 3.7896 -7.6598 0.33
H 2.4912 2.5107 -6.2989 0.32
H 4.8969 1.7637 -7.9808 0.30
H 4.3234 3.2982 -8.8141 0.34
H 4.5262 2.0160 -9.7408 0.34
C -9.3985 -2.6618 2.6565 -0.78
S -10.1066 -1.9432 1.1265 0.48
O -9.8919 -3.0227 0.0670 -0.63
C -11.8530 -2.0953 1.5511 -0.96
H -9.1161 -3.6706 2.3554 0.30
H -10.3235 -2.8313 3.2076 0.26
H -8.5988 -2.0891 3.1262 0.32
H -11.9834 -3.1482 1.8010 0.33
H -12.5697 -1.9610 0.7409 0.32
H -12.1813 -1.4366 2.3550 0.36
```

Calculated values
**Molecular weight**: 707.2 Da
**HOMO energy**: -0.1941 Eh
**ΔE to the lowest compared entry with this formula, charge and spin**: 175.95 kcal/mol

# 2
The following is a quantum chemistry calculation of a structure of composition C41H50N7OTa, from the OMol25 dataset.

The geometry in XYZ format:
```
100
Properties=species:S:1:pos:R:3:mulliken_charge:R:1
Ta 0.3295 -0.4002 -0.4062 0.92
C 3.1365 -5.6757 1.4041 -1.10
C 3.3149 -4.4558 2.3144 -1.33
C 3.0585 -3.1719 1.5834 0.61
C 3.9732 -2.3315 1.0067 0.75
C 5.4508 -2.4338 1.0372 -1.30
C 6.0285 -1.7183 2.2775 -1.03
C 3.2174 -1.2183 0.4095 0.25
N 1.8286 -1.4592 0.5903 -0.46
C 1.7783 -2.6203 1.3091 0.68
C 0.5438 -3.2102 1.7547 -0.43
C -0.6681 -2.6541 1.6084 -0.29
C -1.9220 -3.1979 2.1602 0.94
C -2.0268 -4.4476 2.9522 -1.30
C -1.7523 -4.1790 4.4469 -1.09
C -2.9009 -2.2854 1.8871 0.56
C -2.2714 -1.2360 1.1489 0.53
C -2.9735 -0.0543 0.6968 -0.33
C -2.4254 1.0268 0.1225 0.01
N -1.0564 1.1848 -0.2276 -0.85
C -0.9666 2.4466 -0.7061 0.80
C 0.2658 3.0601 -1.1382 -0.51
C 1.4746 2.4863 -1.0575 0.23
N 1.7116 1.1734 -0.5919 -0.91
C 3.0693 1.0409 -0.6204 0.78
C 3.7687 -0.1300 -0.1492 -0.65
C 3.7379 2.2002 -1.1268 0.34
C 2.7613 3.1216 -1.3856 0.77
C 2.8980 4.5196 -1.8629 -1.27
C 2.6987 5.5427 -0.7248 -0.89
C 5.2203 2.3664 -1.2958 -1.15
C 5.8492 3.1877 -0.1650 -1.00
C -2.2245 3.1357 -0.7197 0.61
C -3.1411 2.2701 -0.2013 0.66
C -4.5974 2.4832 0.0051 -1.43
C -5.4235 1.8731 -1.1403 -0.90
C -2.4250 4.5565 -1.1545 -1.41
C -2.0909 5.5489 -0.0350 -1.12
N -0.9449 -1.4274 0.9587 -0.59
C -4.3544 -2.3688 2.2503 -1.27
C -5.1791 -3.0396 1.1479 -1.00
H 3.3324 -6.5895 1.9612 0.42
H 3.8253 -5.6434 0.5598 0.37
H 2.1226 -5.7401 1.0014 0.31
H 4.3281 -4.4287 2.7155 0.41
H 2.6608 -4.5188 3.1870 0.51
H 5.8830 -2.0162 0.1262 0.56
H 5.7242 -3.4895 1.0569 0.42
H 5.7881 -0.6544 2.2788 0.31
H 7.1114 -1.8229 2.2764 0.41
H 5.6445 -2.1568 3.1978 0.37
H 0.6160 -4.1517 2.2824 0.61
H -1.3332 -5.2003 2.5726 0.53
H -3.0297 -4.8578 2.8289 0.40
H -0.7396 -3.8078 4.6094 0.32
H -1.8681 -5.1058 5.0047 0.42
H -2.4521 -3.4487 4.8515 0.36
H -4.0332 -0.0194 0.9116 0.56
H 0.2008 4.0736 -1.5096 0.74
H 4.8478 -0.0951 -0.2038 0.42
H 2.1755 4.7017 -2.6634 0.51
H 3.8883 4.6466 -2.2997 0.36
H 1.7276 5.4320 -0.2402 0.15
H 2.7608 6.5485 -1.1348 0.43
H 3.4667 5.4405 0.0397 0.30
H 5.3991 2.8384 -2.2636 0.44
H 5.7028 1.3908 -1.3625 0.49
H 5.4368 4.1958 -0.1377 0.25
H 6.9228 3.2728 -0.3203 0.42
H 5.6861 2.7267 0.8104 0.33
H -4.7900 3.5537 0.0721 0.45
H -4.9057 2.0580 0.9628 0.55
H -5.1925 2.3591 -2.0885 0.31
H -6.4844 2.0101 -0.9414 0.46
H -5.2343 0.8019 -1.2458 0.17
H -3.4594 4.6801 -1.4761 0.52
H -1.8191 4.7608 -2.0406 0.51
H -2.7041 5.3662 0.8476 0.36
H -2.2744 6.5684 -0.3678 0.44
H -1.0435 5.4795 0.2685 0.25
H -4.7487 -1.3732 2.4622 0.54
H -4.4460 -2.9170 3.1883 0.42
H -5.1426 -2.4609 0.2211 0.17
H -6.2218 -3.1194 1.4489 0.45
H -4.8137 -4.0448 0.9348 0.35
O 0.5754 -0.9451 -2.2051 -0.74
N -0.8208 -1.2650 -1.9501 -0.77
N -3.2648 -2.0447 -2.2959 -0.25
C -2.8915 -0.9497 -2.9884 1.00
C -3.7565 -0.2485 -3.8459 -1.01
C -3.3032 0.8389 -4.5379 -0.37
C -1.9694 1.2685 -4.3912 -0.95
C -1.1552 0.5952 -3.5383 -0.17
N -1.6313 -0.4719 -2.8282 0.72
H -4.1265 -2.4850 -2.5854 0.32
H -2.5339 -2.6735 -1.9945 0.18
H -4.7636 -0.6222 -3.9761 0.47
H -3.9647 1.3511 -5.2250 0.51
H -1.5734 2.0890 -4.9716 0.54
H -0.1071 0.8109 -3.4121 0.63
```

Calculated values
**Molecular weight**: 837.8 Da
**HOMO energy**: -0.7115 Eh
**ΔE to the lowest compared entry with this formula, charge and spin**: 0.00 kcal/mol
**Charge**: +4

# 3
The following is a quantum chemistry calculation of a structure of composition C35H43HgN5O2SSb in a non-equilibrium geometry, from the OMol25 dataset.

The geometry in XYZ format:
```
88
Properties=species:S:1:pos:R:3:mulliken_charge:R:1
Hg -0.0515 -0.0120 -0.3044 1.50
N -1.5960 -2.0102 2.3786 0.02
C -2.0645 -0.7051 2.3717 0.38
C -3.0667 -0.4117 3.3021 -0.67
C -3.5772 0.8633 3.4089 -0.63
C -3.0500 1.8443 2.5609 -0.99
C -2.0668 1.4861 1.6814 -0.42
N -1.5590 0.2405 1.5536 0.46
C -0.6359 -2.7341 1.7020 0.47
C -0.4236 -4.0533 2.1372 -0.85
C 0.5096 -4.8408 1.5132 -0.43
C 1.2350 -4.2923 0.4523 -0.81
C 0.9676 -2.9984 0.0868 -0.04
N 0.0503 -2.2154 0.6783 -0.08
H -2.0573 -2.5629 3.0808 0.07
H -3.4237 -1.2013 3.9543 0.42
H -4.3489 1.0947 4.1287 0.41
H -3.3966 2.8673 2.6074 0.50
H -1.6344 2.2237 1.0185 0.49
H -1.0005 -4.4372 2.9701 0.38
H 0.6824 -5.8575 1.8374 0.42
H 1.9837 -4.8684 -0.0709 0.46
H 1.5038 -2.5364 -0.7354 0.15
C 3.4122 -0.1895 4.5903 -1.37
C 3.8784 0.6017 3.3746 0.31
C 5.0778 -0.0822 2.7310 -1.50
Sb 2.2297 0.8727 1.9175 0.22
C 3.3639 2.2469 0.6258 0.28
C 2.4484 3.3025 0.0264 -1.23
C 4.0226 1.4412 -0.4919 -1.22
C 1.1216 2.3883 3.0696 0.59
C 0.2512 1.7470 4.1499 -1.45
C 2.0091 3.4786 3.6542 -1.57
H 4.2331 -0.2899 5.3074 0.43
H 3.0979 -1.1951 4.2992 0.29
H 2.5792 0.2938 5.1007 0.21
H 4.1637 1.6121 3.6797 0.33
H 4.8058 -1.0702 2.3504 0.31
H 5.8691 -0.2182 3.4749 0.42
H 5.4894 0.5064 1.9104 0.30
H 4.1369 2.7138 1.2439 0.52
H 1.6395 2.8182 -0.5258 -0.04
H 2.9983 3.9384 -0.6750 0.59
H 1.9967 3.9471 0.7822 0.24
H 3.2605 0.9657 -1.1103 0.01
H 4.6747 0.6568 -0.1031 0.30
H 4.6187 2.0956 -1.1371 0.46
H 0.4605 2.8252 2.3158 0.09
H 0.8396 1.5132 5.0382 0.43
H -0.2200 0.8269 3.8003 0.18
H -0.5452 2.4328 4.4529 0.41
H 2.6238 3.0868 4.4670 0.29
H 1.3958 4.2884 4.0623 0.44
H 2.6742 3.9097 2.9044 0.35
C 7.6637 1.5891 -6.6031 -1.03
C 6.3688 1.2084 -7.2491 0.75
O 5.5427 1.9572 -7.6711 -0.51
S 6.0929 -0.6181 -7.2456 -0.21
C 4.7667 -0.6207 -6.0476 -0.04
C 3.6057 0.1201 -6.2340 -0.53
C 2.6559 0.1674 -5.2276 -0.10
C 2.8435 -0.5410 -4.0370 0.61
C 3.9964 -1.3154 -3.8801 -0.53
C 4.9544 -1.3501 -4.8774 -0.64
C 1.8886 -0.4463 -2.9758 0.01
C 1.1095 -0.3052 -2.0530 -1.31
H 7.8721 2.6469 -6.7584 0.32
H 8.4766 0.9736 -6.9848 0.36
H 7.5729 1.3898 -5.5335 0.26
H 3.4579 0.6744 -7.1484 0.52
H 1.7556 0.7521 -5.3640 0.49
H 4.1398 -1.8732 -2.9645 0.47
H 5.8570 -1.9344 -4.7575 0.42
N 2.3555 3.4272 -3.8322 -0.07
C 1.4259 4.3954 -3.6194 0.36
O 1.5605 5.5293 -4.0423 -0.69
C 0.2358 3.9861 -2.8170 0.40
C -0.5062 4.9641 -2.1591 -0.60
C -1.6346 4.5768 -1.4613 -0.49
C -1.9548 3.2279 -1.4020 -0.71
N -1.2142 2.2721 -1.9675 -0.24
C -0.1795 2.6668 -2.7031 -0.72
H 3.1501 3.6542 -4.4051 0.19
H 2.3131 2.5137 -3.4117 0.00
H -0.1862 5.9952 -2.2264 0.49
H -2.2597 5.3043 -0.9609 0.44
H -2.8560 2.8918 -0.9026 0.50
H 0.3316 1.8755 -3.2374 1.02
```

Calculated values
**Molecular weight**: 920.2 Da
**HOMO energy (alpha / beta)**: -0.1596 / -0.2820 Eh
**ΔE to the lowest compared entry with this formula, charge and spin**: 18.84 kcal/mol
**2S+1**: 2
**Expectation value of S²**: 0.76

# 4
The following is a quantum chemistry calculation of a cluster of 2 separate species, C7H12 in total, from the OMol25 dataset.

The geometry in XYZ format:
```
19
Properties=species:S:1:pos:R:3:mulliken_charge:R:1
C -1.6606 0.8374 0.1850 -1.12
C -1.1792 -0.5790 -0.0696 0.38
C -0.1529 -0.7468 -1.2256 -0.72
C 0.9264 -0.9060 -0.1716 0.34
C 2.2405 -0.7282 -0.1701 -0.89
C 0.4991 2.4666 0.3917 -0.73
C -0.1065 -1.1143 0.9199 -0.71
H -2.2776 1.2074 -0.6402 0.37
H -0.8738 1.6359 0.3047 0.36
H -2.2352 0.9058 1.1143 0.37
H -2.0646 -1.2190 -0.1593 0.42
H -0.3207 -1.6688 -1.7946 0.26
H -0.0488 0.0857 -1.9309 0.31
H 2.7801 -0.4861 -1.0824 0.27
H 2.8196 -0.7985 0.7475 0.27
H 0.9099 2.0656 -0.5631 0.13
H 0.9703 1.7799 1.1318 0.13
H 0.0314 -0.5633 1.8573 0.31
H -0.2573 -2.1744 1.1552 0.26
```

Calculated values
**Molecular weight**: 96.2 Da
**HOMO energy**: -0.3238 Eh
**ΔE to the lowest compared entry with this formula, charge and spin**: 133.32 kcal/mol